(1)
The following is a DFT calculation (the ωB97M-V functional and the def2-TZVPD basis) of C27H30N3P2S3W as an isolated structure at a distorted geometry.

E_LUMO (spin up / spin down): -9.7844 / -10.0699 eV
Expectation value of S²: 2.025
Gap between HOMO and LUMO (spin up / spin down): 7.0 / 7.0 eV
Charge: +3
Multiplicity: 3

Last column: Löwdin spin population.
Positions of all 66 atoms, in Å:
W: 0.375 0.443 0.011  1.638
C: 1.084 -2.851 1.786  0.007
C: 1.681 -1.575 2.263  0.022
N: 1.341 -0.378 1.824  0.016
C: 2.072 0.627 2.451  0.006
C: 2.966 0.173 3.362  0.001
S: 2.900 -1.529 3.462  0.010
C: 1.727 2.007 2.136  0.004
C: 2.192 3.148 2.699  0.002
S: 1.296 4.497 2.150  0.004
C: 0.331 3.491 1.169  0.016
N: 0.677 2.213 1.242  0.011
C: -0.810 3.999 0.358  0.006
H: 0.693 -2.732 0.778  0.004
H: 0.262 -3.167 2.434  0.001
H: 1.816 -3.658 1.798  0.000
H: 3.641 0.741 3.983  0.000
H: 2.994 3.262 3.411  0.000
H: -1.427 4.671 0.954  0.001
H: -1.427 3.167 0.021  0.003
H: -0.468 4.566 -0.510  0.001
S: 4.313 0.877 -1.684  0.021
C: 4.435 -0.657 -0.941  -0.013
C: 3.238 -1.146 -0.514  0.010
C: 2.159 -0.268 -0.787  -0.033
C: 2.597 0.881 -1.464  0.026
C: 1.692 1.819 -2.111  0.020
C: 2.083 2.731 -3.086  0.006
C: 1.123 3.475 -3.747  0.023
C: -0.220 3.289 -3.420  0.006
C: -0.542 2.402 -2.421  0.028
N: 0.384 1.686 -1.754  0.029
H: 5.404 -1.124 -0.833  -0.001
H: 3.149 -2.107 -0.027  0.001
H: 3.131 2.826 -3.334  0.000
H: 1.405 4.176 -4.521  0.001
H: -1.002 3.831 -3.932  0.000
H: -1.573 2.245 -2.129  0.003
C: -1.593 -0.169 3.024  0.003
P: -1.764 -0.167 1.210  0.034
C: -3.310 0.777 0.973  0.013
C: -2.166 -1.879 0.750  0.005
C: -2.999 -2.674 1.531  -0.001
C: -3.264 -3.983 1.155  0.002
C: -2.699 -4.507 0.000  0.002
C: -1.879 -3.717 -0.794  0.001
C: -1.615 -2.402 -0.427  0.012
P: -0.671 -1.266 -1.487  0.035
C: -1.969 -0.671 -2.625  0.007
C: 0.392 -2.244 -2.584  0.004
H: -2.570 -0.298 3.487  0.000
H: -1.178 0.784 3.357  0.000
H: -0.935 -0.974 3.344  0.000
H: -4.122 0.210 1.429  0.001
H: -3.543 0.928 -0.080  0.000
H: -3.233 1.743 1.472  0.000
H: -3.440 -2.285 2.441  0.000
H: -3.913 -4.598 1.765  0.000
H: -2.900 -5.530 -0.288  0.000
H: -1.447 -4.133 -1.697  0.000
H: -2.471 -1.549 -3.032  0.000
H: -1.537 -0.100 -3.448  0.000
H: -2.706 -0.064 -2.101  0.001
H: -0.216 -2.848 -3.257  0.000
H: 1.068 -2.881 -2.015  0.000
H: 0.985 -1.550 -3.180  0.000

(2)
The following is a DFT calculation (the ωB97M-V functional and the def2-TZVPD basis) of the molecule C27H30N4O7 at a distorted geometry.

E_LUMO: -0.0881 eV
Gap between HOMO and LUMO: 7.7 eV
Charge: 0
SMILES: CCOC(=O)C1CCN(C(=O)CNC(=O)c2nn(-c3ccc(OC)c(OC)c3)c(=O)c3ccccc23)CC1

Last column: Mulliken charge in e.
Positions of all 68 atoms, in Å:
C: -0.481 4.878 1.210  -1.304
C: 0.518 4.133 0.337  0.200
O: -0.133 3.423 -0.721  -0.377
C: -0.667 2.240 -0.419  -0.197
O: -0.648 1.748 0.679  -0.542
C: -1.259 1.581 -1.653  0.338
C: -2.161 0.421 -1.238  0.695
C: -2.594 -0.413 -2.444  -1.595
N: -1.435 -0.864 -3.179  0.219
C: -0.911 -2.103 -3.213  1.017
O: 0.149 -2.346 -3.766  -0.709
C: -1.638 -3.219 -2.454  -1.249
N: -1.289 -3.079 -1.059  -0.028
C: -2.159 -2.755 -0.078  0.053
O: -3.368 -2.825 -0.196  -0.669
C: -1.454 -2.253 1.144  0.950
N: -0.346 -1.637 0.873  -0.583
N: 0.391 -1.044 1.799  0.151
C: 1.487 -0.320 1.266  -1.142
C: 1.990 0.810 1.881  -0.665
C: 3.004 1.530 1.266  -0.854
C: 3.519 1.147 0.039  0.889
O: 4.495 1.802 -0.646  -0.456
C: 5.059 2.952 -0.068  -0.877
C: 3.014 -0.020 -0.584  0.902
O: 3.574 -0.340 -1.777  -0.452
C: 3.204 -1.551 -2.400  -0.701
C: 2.011 -0.736 0.039  0.263
C: 0.100 -1.095 3.164  0.697
O: 0.856 -0.640 3.999  -0.712
C: -1.168 -1.759 3.485  -0.214
C: -1.585 -1.812 4.816  -0.649
C: -2.779 -2.415 5.141  -0.557
C: -3.577 -2.974 4.144  -0.573
C: -3.183 -2.938 2.826  -0.741
C: -1.971 -2.330 2.480  0.949
C: -0.642 0.241 -3.685  -1.524
C: -0.100 1.063 -2.516  -0.201
H: -1.136 4.170 1.709  0.304
H: -1.082 5.553 0.604  0.321
H: 0.051 5.455 1.961  0.421
H: 1.086 3.415 0.938  -0.032
H: 1.196 4.824 -0.167  0.408
H: -1.819 2.334 -2.217  0.716
H: -1.604 -0.205 -0.542  -0.959
H: -3.045 0.793 -0.718  0.676
H: -3.200 0.202 -3.120  0.538
H: -3.203 -1.248 -2.106  0.504
H: -1.261 -4.172 -2.838  0.405
H: -2.723 -3.194 -2.549  0.542
H: -0.312 -2.919 -0.863  0.268
H: 1.597 1.141 2.826  0.452
H: 3.387 2.406 1.765  0.454
H: 5.816 3.292 -0.774  0.251
H: 5.536 2.729 0.892  0.362
H: 4.313 3.742 0.071  0.290
H: 2.159 -1.554 -2.723  0.173
H: 3.388 -2.409 -1.745  0.349
H: 3.842 -1.630 -3.278  0.251
H: 1.615 -1.627 -0.419  0.350
H: -0.949 -1.368 5.567  0.487
H: -3.101 -2.455 6.171  0.412
H: -4.514 -3.442 4.410  0.427
H: -3.798 -3.358 2.046  0.513
H: -1.274 0.863 -4.327  0.348
H: 0.176 -0.172 -4.277  0.559
H: 0.545 0.432 -1.901  -0.174
H: 0.493 1.898 -2.889  0.631